The following is a DFT calculation (ωB97M-V with the def2-TZVPD basis set) of a cluster of 5 separate species, C33H58NO17P in total.

```
110
Properties=species:S:1:pos:R:3
C -0.04661 2.29557 7.05275
C 0.15536 2.45594 5.54254
O 0.44394 1.23767 4.87658
C -0.68058 0.46391 4.53857
C -1.12291 0.55836 3.04720
C -0.20548 1.52042 2.28268
C -0.55143 1.93696 0.83652
C 0.33664 1.36520 -0.29613
C 0.94719 -0.02462 -0.06654
C 2.36458 -0.00960 0.55493
C 2.56880 -0.97741 1.73391
C 3.01791 -2.35390 1.27701
O 2.01197 -2.98864 0.49800
C 1.08653 -3.72284 1.27088
O -0.98087 -0.80733 2.52744
C -2.01606 -1.16976 1.77271
O -2.06823 -2.23725 1.23029
C -3.06203 -0.09045 1.75210
P -4.71682 -0.85000 1.78082
N -5.93572 0.11713 1.96793
C -2.65453 0.79731 2.93061
C -3.12367 2.25402 2.99280
C -3.81165 2.64664 4.29690
O -5.07462 2.04621 4.49772
H 0.21843 1.27480 7.34003
H 0.59237 2.97796 7.61563
H -1.07957 2.47460 7.35577
H 1.00015 3.11471 5.32744
H -0.73239 2.91718 5.08629
H -0.42545 -0.58172 4.73118
H -1.52552 0.72240 5.18711
H 0.81119 1.12858 2.34488
H -0.18819 2.42315 2.89860
H -0.46768 3.02756 0.79828
H -1.59475 1.73123 0.60473
H -0.27527 1.31973 -1.20438
H 1.14500 2.06627 -0.52275
H 0.29527 -0.64203 0.54956
H 1.00509 -0.52646 -1.03769
H 2.60085 1.00313 0.89022
H 3.08667 -0.25807 -0.22961
H 3.29863 -0.56712 2.43780
H 1.62436 -1.09135 2.28155
H 3.88395 -2.24282 0.61630
H 3.29071 -2.99779 2.12309
H 1.55326 -4.62711 1.68425
H 0.25607 -4.00708 0.62245
H 0.66936 -3.12586 2.09030
H -3.00357 0.39432 0.77193
H -4.54496 -1.81888 2.77520
H -4.68587 -1.57331 0.57685
H -6.55834 0.07307 1.16947
H -3.06394 0.28595 3.81884
H -3.78628 2.48385 2.15568
H -2.24971 2.91239 2.91979
H -3.98533 3.72668 4.28088
H -3.13766 2.44011 5.14230
H -4.99394 1.20933 4.96828
C 0.88760 -3.60188 -2.34166
C 0.91408 -2.99643 -3.71676
C 1.50673 -3.84523 -4.82595
O 2.07888 -2.85757 -5.70145
C 2.35753 -1.76164 -4.96216
O 2.99533 -0.82590 -5.33077
O 1.80671 -1.86324 -3.74026
H 0.50386 -2.88010 -1.62208
H 0.25129 -4.48776 -2.31954
H 1.89158 -3.87370 -2.01683
H -0.07480 -2.62707 -4.00434
H 0.78106 -4.44098 -5.37184
H 2.31166 -4.48428 -4.45610
C -5.15272 -6.45073 1.27789
C -4.21936 -5.57645 2.07147
C -3.53149 -6.24065 3.24961
O -3.36102 -5.14861 4.16151
C -4.31116 -4.22778 3.89405
O -4.53923 -3.27143 4.56244
O -4.94719 -4.52548 2.74085
H -5.61642 -5.88752 0.46965
H -4.60083 -7.28546 0.84491
H -5.94403 -6.84198 1.91788
H -3.48289 -5.09372 1.42311
H -2.56300 -6.67259 3.01465
H -4.17069 -6.99206 3.71981
C 2.84819 1.78184 -7.06929
C 2.02398 3.02315 -7.27638
C 1.93915 3.53442 -8.70156
O 1.80608 4.95121 -8.51964
C 2.35544 5.27696 -7.32758
O 2.56941 6.38343 -6.95438
O 2.62569 4.15843 -6.61800
H 2.90264 1.51037 -6.01843
H 2.40774 0.94266 -7.60662
H 3.86548 1.93803 -7.43151
H 1.02340 2.90736 -6.84936
H 1.08956 3.15642 -9.26271
H 2.86335 3.34145 -9.25135
C 5.09857 4.94083 -3.24785
C 4.37812 3.74743 -2.68103
C 2.86630 3.83441 -2.68801
O 2.50626 3.04207 -1.54739
C 3.54541 3.06508 -0.67928
O 3.49714 2.67820 0.44311
O 4.63539 3.60351 -1.26744
H 6.17747 4.80487 -3.19018
H 4.81835 5.07822 -4.29278
H 4.83746 5.84115 -2.69103
H 4.70760 2.82440 -3.16605
H 2.40881 3.42653 -3.58501
H 2.51687 4.85687 -2.52677
```

Output
- lowest unoccupied orbital energy (eV) = 0.4
- energy relative to the best compared isomer or geometry (same formula, charge and spin) (kJ/mol) = 0.0
- gap between HOMO and LUMO (eV) = 8.874
- total charge = 0
- structure (SMILES) = CCOC[C@@]1(CCCCCCCOC)OC(=O)[C@@H]([PH2]=N)[C@@H]1CCO.C[C@@H]1COC(=O)O1.C[C@@H]1COC(=O)O1.C[C@@H]1COC(=O)O1.C[C@@H]1COC(=O)O1
- maximum force (eV/A) = 0.752

The following is a DFT calculation (ωB97M-V with the def2-TZVPD basis set) of a structure of composition C33H59Br16N3OSSi in a non-equilibrium geometry.

```
114
Properties=species:S:1:pos:R:3
C 3.80932 -4.76421 0.03014
C 2.63960 -4.53096 -1.00612
C 3.27551 -4.61392 -2.40109
C 2.61535 -3.76786 -3.53148
C 1.26321 -3.12588 -3.23238
C 1.12325 -1.89807 -2.60010
Si 2.55998 -0.85322 -1.94705
C 2.44897 0.86140 -2.78247
C 2.19789 -0.54481 -0.08574
C 4.28230 -1.59999 -1.99770
C -0.28022 -1.40047 -2.46846
C -0.70412 -0.04530 -1.88335
C -2.08897 -0.05526 -1.14597
O -2.89758 0.72899 -1.55389
N -2.47786 -0.88290 -0.05983
C -3.42699 -1.92399 -0.49635
C -1.36428 -1.42088 0.72394
C -1.32658 -2.11271 -2.92246
C -1.21924 -3.40079 -3.53011
N -2.22026 -4.14658 -3.95135
S -1.41558 -5.47139 -4.51327
N 0.13418 -5.08852 -4.25419
C 0.12514 -3.88935 -3.67401
H 4.01387 -3.82304 0.55968
H 3.60478 -5.57419 0.72112
H 4.75323 -5.01077 -0.48070
H 1.94457 -5.36253 -0.83737
H 2.20800 -3.56324 -0.74584
H 3.23175 -5.66897 -2.71087
H 4.34410 -4.36031 -2.40331
H 2.44165 -4.45719 -4.37244
H 3.27793 -2.99805 -3.94300
H 1.97639 1.54747 -2.06882
H 3.47284 1.23014 -2.94331
H 1.88296 0.78057 -3.71577
H 1.71687 0.42647 0.08623
H 1.52967 -1.35481 0.24379
H 3.10665 -0.65016 0.52667
H 4.66152 -1.74637 -3.01530
H 4.38104 -2.49750 -1.37477
H 4.95993 -0.86163 -1.52983
H -0.84289 0.63226 -2.73685
H 0.01734 0.43632 -1.21415
H -2.88533 -2.85536 -0.73090
H -4.16441 -2.14072 0.28000
H -3.91309 -1.56176 -1.40914
H -0.68462 -0.58670 0.93909
H -1.83620 -1.74433 1.67374
H -0.81478 -2.26156 0.26737
H -2.33239 -1.70350 -2.83803
Br -5.51530 0.03538 5.73737
C -4.43546 0.57358 4.19977
C -4.90946 -0.14391 2.96018
Br -4.33159 -2.00718 2.84877
H -3.39594 0.39201 4.44939
H -4.59693 1.64483 4.09528
H -4.49852 0.31493 2.06117
H -5.99279 -0.15890 2.89503
Br 1.87084 5.21166 -1.64476
C 2.88221 6.44084 -0.52102
C 3.81200 5.70502 0.40839
Br 2.84485 4.92343 1.90751
H 2.15815 7.05933 -0.00039
H 3.44951 7.05745 -1.21455
H 4.52498 6.39418 0.85686
H 4.34976 4.89850 -0.07386
Br -0.90418 4.51436 4.78457
C -0.78204 5.72119 3.25832
C -1.80800 5.38586 2.20917
Br -1.24448 3.84338 1.17486
H 0.23609 5.67191 2.88484
H -0.96405 6.70958 3.67576
H -1.89703 6.19161 1.48322
H -2.78749 5.16751 2.62248
Br -1.57969 -1.72806 -5.68119
C -3.33432 -1.95446 -6.47854
C -4.06846 -0.64338 -6.50121
Br -4.73061 -0.19319 -4.72486
H -3.84542 -2.72427 -5.90589
H -3.15696 -2.31841 -7.48910
H -4.95083 -0.70426 -7.13523
H -3.45037 0.18658 -6.82752
Br -0.97858 -0.60458 5.67431
C -0.48349 0.94392 6.74300
C -0.90169 0.74350 8.16610
Br -2.81032 1.01456 8.37943
H -0.93023 1.82065 6.28830
H 0.59987 1.01572 6.66947
H -0.43464 1.48336 8.81301
H -0.67766 -0.25084 8.53906
Br -5.95384 0.07805 0.70687
C -6.30789 1.41996 -0.65889
C -7.71389 1.30066 -1.19047
Br -7.88748 -0.19421 -2.42789
H -5.54647 1.30103 -1.42472
H -6.16813 2.37673 -0.16032
H -7.97962 2.18086 -1.77235
H -8.45214 1.15093 -0.40923
Br 4.00183 -5.89849 6.90575
C 2.09336 -6.01597 7.27351
C 1.26899 -5.52887 6.10967
Br 1.25748 -3.58471 6.00784
H 1.91418 -5.45442 8.18449
H 1.90577 -7.07170 7.45833
H 0.22605 -5.81168 6.23812
H 1.62094 -5.89188 5.15520
Br 6.00253 8.73258 -1.26638
C 6.58646 7.96591 -2.95860
C 6.39759 6.47142 -2.97870
Br 7.77086 5.56492 -1.93905
H 7.61820 8.26938 -3.10256
H 5.96421 8.43883 -3.71549
H 6.50586 6.08621 -3.99020
H 5.43906 6.15716 -2.57633
```

Output
- lowest unoccupied orbital energy (eV) = -0.4
- gap between HOMO and LUMO (eV) = 8.005
- total charge = 0
- maximum force (eV/A) = 4.538

The following is a DFT calculation (ωB97M-V with the def2-TZVPD basis set) of a cluster of 3 separate species, C33H59BrO9 in total in a non-equilibrium geometry.

```
102
Properties=species:S:1:pos:R:3
C 16.63705 -4.98985 -0.35931
C 15.75798 -3.59640 -0.32212
C 14.48504 -3.67333 0.72029
C 13.14532 -2.98510 -0.00167
C 12.08571 -2.55003 1.17911
C 11.44045 -1.05177 0.91748
C 10.17678 -0.71174 1.95867
C 9.25073 0.50365 1.28060
C 7.73578 -0.09118 0.89869
C 6.76962 1.20437 0.51305
C 5.70147 0.67154 -0.64640
C 4.22019 1.39011 -0.44638
C 2.99634 0.26336 -0.27467
C 2.49357 -0.27115 -1.74160
C 0.96677 0.26517 -2.14628
C -0.02543 -0.99002 -2.59394
C -1.64161 -0.63528 -2.34935
C -2.02143 -1.27542 -0.88874
C -3.66385 -1.51075 -0.67443
C -4.02081 -2.98415 -1.29512
C -5.10020 -3.86582 -0.43527
C -6.20283 -3.47149 0.48154
C -6.64594 -1.94953 0.89390
C -7.83603 -2.12228 2.05634
C -8.44735 -0.64893 2.50437
Br -6.83593 -2.79633 3.70181
C -6.80256 -4.94979 0.85742
O -7.92949 -5.34589 1.45385
O -5.97544 -6.08985 0.41428
C -5.05180 -5.49821 -0.59617
O -4.33829 -6.17027 -1.51293
H 17.56937 -4.78881 -1.03794
H 15.99764 -5.85739 -0.86856
H 17.05371 -5.31383 0.70797
H 15.38094 -3.39679 -1.42202
H 16.45450 -2.72248 0.04538
H 14.24789 -4.75415 1.11410
H 14.75409 -3.01311 1.65433
H 13.55101 -2.04258 -0.57100
H 12.66803 -3.76338 -0.76963
H 11.24373 -3.38497 1.25376
H 12.65283 -2.55897 2.20640
H 12.29879 -0.26965 1.08749
H 11.01714 -0.94753 -0.19021
H 9.50629 -1.66364 2.15474
H 10.65469 -0.29170 2.94187
H 9.09419 1.41439 2.01991
H 9.77579 0.93502 0.32588
H 7.23431 -0.63971 1.82750
H 7.79335 -0.81649 -0.03730
H 7.45707 2.07649 0.14142
H 6.12238 1.58128 1.44141
H 5.52972 -0.50099 -0.53599
H 6.13458 0.96096 -1.71566
H 4.21998 2.14625 0.45684
H 4.04380 2.03867 -1.42797
H 2.15257 0.80026 0.35716
H 3.47499 -0.58884 0.40804
H 3.22893 0.17186 -2.55437
H 2.52316 -1.46094 -1.81567
H 0.55385 0.80395 -1.16870
H 1.00588 1.05078 -3.04012
H 0.18016 -1.33347 -3.70293
H 0.30620 -1.90716 -1.91154
H -2.31932 -0.99457 -3.24013
H -1.67655 0.55429 -2.27191
H -1.39632 -2.22657 -0.58775
H -1.74070 -0.44441 -0.07929
H -3.84249 -1.39575 0.47602
H -4.18662 -0.70534 -1.34283
H -4.32188 -2.93677 -2.44944
H -3.00082 -3.60434 -1.28300
H -7.18675 -1.41727 -0.01169
H -5.81285 -1.30401 1.40230
H -8.68783 -2.86193 1.72332
H -7.76207 -0.16255 3.34846
H -9.51378 -0.76640 3.00617
H -8.46841 0.06813 1.55949
C -10.21083 4.64744 -1.35890
O -9.82325 3.30924 -1.05328
C -9.11162 2.69660 -2.03294
O -8.79617 3.18882 -3.10500
O -8.81169 1.44167 -1.61308
C -8.05860 0.67380 -2.54976
H -10.77354 5.03913 -0.50702
H -9.32986 5.27960 -1.50956
H -10.86030 4.66962 -2.23996
H -7.09160 1.14714 -2.74814
H -8.62197 0.53705 -3.47847
H -7.87589 -0.31075 -2.11040
C -12.45039 9.70393 2.14437
O -13.44359 8.71631 2.41375
C -13.15344 7.48462 1.92360
O -12.14963 7.17962 1.29875
O -14.17346 6.65120 2.24927
C -14.00350 5.31013 1.79455
H -12.78599 10.64853 2.58126
H -11.49742 9.42952 2.60802
H -12.33074 9.84692 1.06556
H -13.11254 4.86004 2.24412
H -13.94594 5.27736 0.70175
H -14.87696 4.73293 2.11023
```

Output
- lowest unoccupied orbital energy (eV) = -1.4
- energy relative to the best compared isomer or geometry (same formula, charge and spin) (kJ/mol) = 1383.2
- gap between HOMO and LUMO (eV) = 8.444
- total charge = 0
- structure (SMILES) = CCCCCCCCCCCCCCCCCCCCC1=C(C[C@H](C)Br)C(=O)OC1=O.COC(=O)OC.COC(=O)OC
- maximum force (eV/A) = 9.281

The following is a DFT calculation (ωB97M-V with the def2-TZVPD basis set) of a cluster of 3 separate species, C33H60BrN6O5 in total in a non-equilibrium geometry.

```
105
Properties=species:S:1:pos:R:3
C 1.28998 2.98007 1.32761
C 0.73530 1.50813 1.65104
C 1.83930 0.34057 1.61428
O 1.27702 -0.78430 0.87650
C 1.63120 -0.74558 -0.49304
C 1.36381 -2.03515 -1.30816
C 1.73923 -2.14608 -2.80276
C 1.49765 -3.43407 -3.71747
N 0.55936 -4.42785 -3.10997
C 0.77921 -5.80782 -3.66977
C 2.40680 -0.81590 -3.34342
C 2.90637 -0.76753 -4.87635
C 1.69167 -0.20124 -5.75466
O 0.51562 -0.28944 -5.32687
Br 1.97100 0.67936 -7.50177
N 2.51080 0.24721 -2.40899
C 3.15687 1.49790 -2.98714
C 4.73925 1.28291 -2.93236
O 5.48525 2.30842 -2.96966
N 5.41567 -0.02931 -2.78783
C 6.11183 -0.15625 -1.46935
C 6.33702 -0.29145 -3.95057
N 2.19395 0.37078 -1.13336
H 2.42132 3.09754 1.39372
H 0.83318 3.68476 2.12295
H 0.86195 3.36237 0.32552
H 0.27740 1.52442 2.70975
H -0.12796 1.20929 0.95010
H 2.87925 0.66847 1.28460
H 1.95745 -0.02505 2.70553
H 0.88034 -2.92485 -0.77368
H 2.48305 -3.94157 -4.05575
H 0.98599 -3.06245 -4.68438
H 0.70003 -4.51065 -2.09380
H 1.40664 -5.74792 -4.62174
H -0.23467 -6.30834 -3.89646
H 1.29726 -6.45298 -2.88103
H 3.16282 -1.86034 -5.14887
H 3.85682 -0.15604 -5.02071
H 2.73869 1.77558 -4.00831
H 2.93215 2.39651 -2.29686
H 5.58854 0.43051 -0.64335
H 6.03741 -1.26913 -1.16890
H 7.22462 0.09741 -1.49289
H 5.97055 -1.26177 -4.45830
H 7.42188 -0.35031 -3.60536
H 6.16750 0.56085 -4.70624
C 0.97651 -3.98247 4.45270
C 0.39042 -4.29696 3.05399
C -0.18190 -2.98578 2.47161
C -1.46641 -2.55296 3.17300
C -2.50334 -3.67114 3.14713
C -1.97965 -5.03339 3.65188
N -0.63334 -5.38633 3.10564
O -0.82184 -5.82389 1.82881
C -1.91844 -5.06479 5.19690
C -3.06389 -6.09946 3.32709
C 1.63901 -4.73904 2.24800
H 1.86446 -3.34864 4.36197
H 0.30729 -3.42627 5.10331
H 1.28136 -4.89676 4.96872
H -0.38053 -3.10485 1.40054
H 0.55942 -2.18521 2.55404
H -1.26689 -2.24786 4.20425
H -1.87103 -1.66986 2.66834
H -3.37493 -3.36356 3.73477
H -2.85896 -3.77497 2.11405
H -1.49055 -6.00931 5.54778
H -2.92172 -4.98560 5.62603
H -1.34895 -4.25072 5.63640
H -3.32145 -6.12712 2.26533
H -3.99284 -5.88048 3.86113
H -2.73910 -7.09995 3.62847
H 2.05860 -5.65934 2.66484
H 2.42165 -3.97511 2.28718
H 1.42913 -4.90949 1.18925
C -4.32480 5.54971 -1.90309
C -3.07163 5.04200 -1.14767
C -3.41558 3.67193 -0.52108
C -4.36890 3.80060 0.66350
C -3.81357 4.76448 1.70661
C -3.38266 6.13445 1.13885
N -2.59372 6.02684 -0.12679
O -1.32732 5.66574 0.22153
C -4.61066 7.04073 0.88921
C -2.62037 6.88748 2.26556
C -2.03156 4.86366 -2.28352
H -4.52288 4.92443 -2.77927
H -5.24312 5.50959 -1.32377
H -4.18411 6.57360 -2.25968
H -2.49984 3.16833 -0.19188
H -3.86593 3.01743 -1.27605
H -5.35931 4.12951 0.33641
H -4.51139 2.81533 1.11811
H -4.55945 4.90407 2.49651
H -2.95388 4.27991 2.18728
H -4.30600 7.98721 0.43127
H -5.11057 7.28405 1.83155
H -5.37516 6.59130 0.26191
H -1.77090 6.31814 2.65146
H -3.27782 7.07201 3.11988
H -2.25415 7.85778 1.91659
H -1.79499 5.82860 -2.74179
H -2.42041 4.21295 -3.07239
H -1.09779 4.40973 -1.94384
```

Output
- lowest unoccupied orbital energy (spin up / spin down) (eV) = -4.5 / -4.5
- gap between HOMO and LUMO (spin up / spin down) (eV) = 6.111 / 6.741
- total charge = +1
- spin multiplicity = 3
- maximum force (eV/A) = 5.306

> Number 4 is which compound?

C33H60BrN6O5